[1]
The following is a DFT calculation (ωB97M-V/def2-TZVPD) of 12 unconnected molecules or ions with the total composition C50H72F6N6O16S4 at a distorted geometry.

Properties
- E_HOMO: -0.333 Eh
- Total energy: -5672.63346 Eh
- LUMO level: -0.17 eV
- SMILES: CCOC(=O)C(F)(F)F.CCOC(=O)C(F)(F)F.CCOS(C)(=O)=O.CCOS(C)(=O)=O.CCOS(C)(=O)=O.CCOS(C)(=O)=O.c1ccncc1.c1ccncc1.c1ccncc1.c1ccncc1.c1ccncc1.c1ccncc1
- Gap between HOMO and LUMO: 8.9 eV

Geometry as XYZ:
```
154
Properties=species:S:1:pos:R:3:lowdin_charge:R:1
C 3.767 -30.394 1.579 -0.0535
C 2.896 -29.781 0.595 -0.2071
O 2.502 -30.814 -0.380 0.0464
C 2.055 -30.359 -1.548 -0.3793
O 2.009 -29.192 -1.876 0.0929
C 1.716 -31.508 -2.530 -0.5831
F 1.142 -32.544 -1.932 0.1856
F 0.921 -31.008 -3.434 0.1698
F 2.828 -31.936 -3.141 0.1767
H 3.240 -31.143 2.206 0.1067
H 4.190 -29.591 2.163 0.0868
H 4.580 -30.805 1.056 0.0742
H 3.258 -28.944 -0.008 0.1044
H 1.973 -29.328 1.012 0.1364
C -5.859 -22.814 -5.737 -0.0685
C -4.379 -23.016 -5.696 -0.1807
O -3.801 -21.843 -5.041 0.0245
C -2.504 -21.776 -4.962 -0.4214
O -1.749 -22.660 -5.208 0.1455
C -1.857 -20.426 -4.409 -0.4678
F -2.803 -19.727 -3.717 0.1297
F -0.753 -20.590 -3.680 0.1683
F -1.449 -19.653 -5.463 0.1256
H -6.339 -22.868 -4.766 0.0679
H -6.292 -23.594 -6.401 0.0840
H -6.185 -21.841 -6.151 0.0910
H -3.960 -23.022 -6.725 0.1469
H -4.053 -23.909 -5.117 0.1068
O -6.881 -26.727 -4.774 -0.2777
S -5.528 -26.653 -5.295 0.6044
O -5.242 -25.898 -6.514 -0.2976
O -4.448 -26.195 -4.218 -0.2874
C -4.506 -26.668 -2.849 -0.2173
C -3.064 -26.593 -2.367 -0.0487
C -5.110 -28.339 -5.628 -0.1079
H -5.003 -27.643 -2.846 0.1137
H -5.085 -25.977 -2.247 0.1059
H -2.396 -27.254 -2.925 0.0801
H -2.899 -26.857 -1.321 0.0808
H -2.733 -25.595 -2.546 0.0496
H -5.801 -28.902 -6.254 0.0901
H -4.902 -28.624 -4.597 0.0491
H -4.141 -28.414 -6.085 0.0535
O -5.093 -23.347 -2.241 -0.2881
S -4.116 -22.540 -1.513 0.6297
O -2.718 -22.584 -1.917 -0.2877
O -4.600 -21.018 -1.567 -0.2686
C -5.847 -20.536 -2.137 -0.2601
C -5.945 -19.090 -2.047 -0.0619
C -4.188 -22.846 0.285 -0.0824
H -6.659 -21.049 -1.580 0.1375
H -5.815 -20.834 -3.170 0.1075
H -5.319 -18.692 -2.827 0.0805
H -5.627 -18.677 -1.094 0.0976
H -6.954 -18.918 -2.315 0.0820
H -5.249 -22.906 0.504 0.0709
H -3.753 -21.970 0.684 0.0454
H -3.670 -23.791 0.461 0.0718
O 1.970 -28.377 -7.808 -0.2758
S 1.843 -27.480 -6.712 0.6425
O 2.591 -26.224 -6.648 -0.3241
O 0.267 -27.092 -6.681 -0.2796
C -0.242 -25.934 -5.901 -0.2041
C -1.779 -26.048 -6.118 -0.0503
C 2.167 -28.490 -5.176 -0.0803
H 0.267 -25.061 -6.177 0.0757
H 0.037 -26.060 -4.841 0.1018
H -2.156 -25.434 -5.233 0.0765
H -2.006 -27.152 -6.180 0.0839
H -2.191 -25.703 -7.122 0.1035
H 1.574 -28.060 -4.390 0.0340
H 3.213 -28.395 -4.849 0.0388
H 1.890 -29.550 -5.457 0.0861
O 5.237 -27.044 0.535 -0.2976
S 4.340 -26.026 1.055 0.6612
O 2.986 -26.359 1.585 -0.3342
O 5.167 -25.365 2.347 -0.2638
C 4.490 -24.300 3.130 -0.2513
C 5.485 -23.681 4.090 -0.0712
C 4.308 -24.691 -0.086 -0.1181
H 3.693 -24.713 3.687 0.0965
H 4.063 -23.496 2.488 0.1059
H 5.871 -24.340 4.872 0.0815
H 4.871 -22.942 4.634 0.0839
H 6.246 -23.119 3.541 0.0814
H 5.369 -24.469 -0.194 0.0702
H 3.843 -23.858 0.453 0.0396
H 3.801 -24.959 -0.978 0.0404
N -3.556 -30.463 -0.467 0.0519
C -2.949 -29.820 0.504 -0.1713
C -1.684 -29.245 0.398 -0.0534
C -0.980 -29.439 -0.802 -0.0716
C -1.569 -30.167 -1.831 -0.0601
C -2.877 -30.635 -1.589 -0.1551
H -3.557 -29.713 1.383 0.0987
H -1.416 -28.604 1.220 0.0986
H -0.012 -28.993 -0.963 0.0761
H -1.145 -30.186 -2.853 0.1083
H -3.401 -31.236 -2.350 0.1088
N 4.449 -22.628 -6.280 0.0652
C 3.720 -23.467 -7.017 -0.1437
C 2.480 -23.056 -7.457 -0.0695
C 2.036 -21.747 -7.261 -0.0693
C 2.886 -20.874 -6.607 -0.0787
C 4.053 -21.376 -6.074 -0.1722
H 3.929 -24.477 -7.080 0.0604
H 1.829 -23.737 -7.954 0.0945
H 1.147 -21.373 -7.732 0.1020
H 2.760 -19.791 -6.469 0.1103
H 4.670 -20.763 -5.425 0.1021
N 2.325 -25.574 -2.924 0.0852
C 2.222 -24.553 -3.746 -0.1649
C 1.151 -23.647 -3.836 -0.0400
C 0.154 -23.803 -2.910 -0.0912
C 0.201 -24.857 -2.041 -0.0793
C 1.329 -25.713 -2.024 -0.1157
H 2.993 -24.494 -4.475 0.0750
H 0.915 -23.014 -4.711 0.1105
H -0.752 -23.220 -2.911 0.0680
H -0.649 -25.045 -1.378 0.1011
H 1.391 -26.530 -1.335 0.0918
N 7.311 -27.867 -3.067 0.0561
C 6.088 -28.049 -2.553 -0.1340
C 4.870 -27.583 -3.106 -0.0717
C 4.949 -26.868 -4.276 -0.1115
C 6.222 -26.585 -4.805 -0.0519
C 7.355 -27.084 -4.142 -0.1604
H 6.147 -28.615 -1.641 0.0898
H 3.894 -27.769 -2.684 0.0698
H 4.152 -26.358 -4.810 0.0646
H 6.329 -25.943 -5.676 0.1007
H 8.344 -26.862 -4.479 0.0898
N 5.677 -21.513 -0.442 0.0485
C 4.688 -21.630 -1.312 -0.1798
C 4.761 -22.347 -2.514 -0.0585
C 5.995 -22.935 -2.821 -0.0756
C 7.026 -22.852 -1.919 -0.0800
C 6.828 -22.119 -0.747 -0.1600
H 3.776 -21.122 -0.997 0.0939
H 3.927 -22.324 -3.244 0.0905
H 6.232 -23.457 -3.729 0.0944
H 8.017 -23.206 -2.169 0.1041
H 7.655 -21.831 -0.071 0.1105
N 2.021 -22.140 0.989 0.0642
C 0.947 -22.851 0.721 -0.1143
C -0.303 -22.491 1.195 -0.0694
C -0.387 -21.368 1.931 -0.0703
C 0.791 -20.601 2.265 -0.0369
C 1.938 -21.101 1.747 -0.2044
H 1.103 -23.793 0.225 0.0897
H -1.235 -23.002 0.987 0.0902
H -1.303 -20.956 2.319 0.0966
H 0.665 -19.671 2.839 0.1114
H 2.887 -20.671 2.075 0.1153
```



[2]
The following is a DFT calculation (ωB97M-V/def2-TZVPD) of 2 unconnected molecules or ions with the total composition C2H4ClNS at a distorted geometry.

Properties
- Energy above the lowest of the compared OMol25 structures with the same formula, charge and spin: 5.143 eV
- E_HOMO (spin up / spin down): -0.293 / -0.310 Eh
- Total energy: -991.55114 Eh
- LUMO level (spin up / spin down): -0.68 / -0.47 eV
- Gap between HOMO and LUMO (spin up / spin down): 7.3 / 8.0 eV

Geometry as XYZ:
```
9
Properties=species:S:1:pos:R:3:lowdin_charge:R:1
C 1.016 -1.397 0.320 -0.5561
C -0.411 1.151 -0.367 -0.2485
N -0.660 0.079 0.538 -0.6084
S 2.424 -0.692 0.208 0.6708
Cl -1.946 -0.928 0.168 0.5379
H 0.785 -2.457 0.482 0.0039
H -1.156 1.739 0.194 0.0950
H 0.513 1.586 -0.135 0.0332
H -0.566 0.919 -1.409 0.0721
```



[3]
The following is a DFT calculation (ωB97M-V/def2-TZVPD) of a molecular structure, C38H48IN3PSbW at a distorted geometry.

Properties
- Energy above the lowest of the compared OMol25 structures with the same formula, charge and spin: 0.000 eV
- E_HOMO (spin up / spin down): -0.691 / -0.691 Eh
- Total energy: -2585.99399 Eh
- LUMO level (spin up / spin down): -12.81 / -13.26 eV
- Spin multiplicity: 3
- Gap between HOMO and LUMO (spin up / spin down): 6.0 / 5.6 eV
- Net charge: +4

Geometry as XYZ:
```
93
Properties=species:S:1:pos:R:3:lowdin_charge:R:1
W 0.148 -0.612 -0.560 1.3368
C -2.434 -0.913 -4.139 0.0125
C -1.702 -1.402 -2.936 -0.2166
C -2.131 -1.077 -1.613 -0.0999
C -1.799 -1.901 -0.531 -0.2055
C -0.770 -2.847 -0.690 -0.1674
C -0.119 -2.934 -1.925 -0.0526
C -0.626 -2.278 -3.053 0.0080
H -3.239 -0.219 -3.898 0.1040
H -2.885 -1.789 -4.627 0.1371
H -1.763 -0.467 -4.881 0.1095
H -2.961 -0.400 -1.496 0.1166
H -2.406 -1.896 0.359 0.1191
H -0.561 -3.559 0.088 0.1139
H 0.695 -3.636 -2.045 0.1481
H -0.221 -2.520 -4.033 0.1610
N 0.874 0.121 2.466 -0.0571
P 0.198 -1.303 1.851 0.9756
C 1.250 -2.687 2.304 -0.3563
C 1.448 -2.848 3.681 -0.0638
C 2.199 -3.913 4.148 -0.0134
C 2.736 -4.836 3.252 -0.0019
C 2.539 -4.685 1.884 -0.0271
C 1.802 -3.609 1.409 -0.1266
C -1.300 -1.524 2.785 -0.3777
C -1.893 -2.796 2.787 -0.0864
C -3.017 -3.023 3.563 -0.0172
C -3.533 -1.997 4.356 0.0001
C -2.933 -0.743 4.368 -0.0240
C -1.824 -0.496 3.572 -0.1009
C 1.727 0.879 1.690 -0.3850
C 2.736 1.655 2.262 0.0246
C 3.580 2.361 1.446 0.0228
C 3.401 2.315 0.052 -0.0039
C 2.389 1.560 -0.438 -0.1625
N 1.550 0.828 0.360 -0.1429
H 1.017 0.183 3.463 0.1318
H 0.997 -2.170 4.399 0.1208
H 2.352 -4.034 5.215 0.1348
H 3.307 -5.677 3.625 0.1356
H 2.959 -5.407 1.190 0.1292
H 1.688 -3.490 0.340 0.0742
H -1.455 -3.624 2.234 0.1150
H -3.474 -4.005 3.578 0.1320
H -4.400 -2.184 4.981 0.1363
H -3.327 0.043 5.004 0.1333
H -1.369 0.489 3.582 0.1009
H 2.846 1.672 3.342 0.1471
H 4.381 2.956 1.877 0.1490
H 4.044 2.867 -0.623 0.1428
H 2.205 1.503 -1.501 0.1055
I 3.963 -1.912 -4.975 1.0857
C 3.676 -1.790 -2.938 -0.7134
C 4.675 -2.115 -2.027 -0.0400
C 4.410 -1.990 -0.668 0.0196
C 3.174 -1.564 -0.247 -0.1299
N 2.188 -1.269 -1.121 -0.0968
C 2.459 -1.382 -2.452 -0.2202
H 5.645 -2.458 -2.371 0.1342
H 5.168 -2.223 0.070 0.1431
H 2.966 -1.454 0.803 0.1014
H 1.675 -1.127 -3.143 0.0594
C 0.501 3.984 0.924 -0.1035
C 0.054 3.905 -0.530 -0.4746
C -0.852 5.070 -0.939 -0.1042
Sb -1.037 2.053 -0.936 1.6326
C -1.184 1.966 -3.089 -0.5285
C -1.474 3.294 -3.789 -0.0983
C 0.112 1.341 -3.616 -0.1441
C -3.027 2.116 -0.081 -0.5175
C -3.019 1.378 1.251 -0.1440
C -3.529 3.554 0.043 -0.1048
H 1.083 4.904 1.054 0.1167
H 1.132 3.152 1.230 0.0240
H -0.352 4.054 1.602 0.0912
H 0.896 3.789 -1.209 0.0804
H -1.514 5.359 -0.126 0.0791
H -1.450 4.907 -1.829 0.0473
H -0.200 5.922 -1.155 0.1168
H -2.024 1.293 -3.242 0.0436
H -0.657 4.010 -3.673 0.0886
H -2.404 3.758 -3.456 0.0867
H -1.582 3.107 -4.863 0.1078
H 0.950 2.041 -3.549 0.0951
H 0.023 1.054 -4.671 0.1065
H 0.402 0.440 -3.073 -0.0063
H -3.623 1.577 -0.818 0.0832
H -2.412 1.905 1.993 0.0826
H -2.644 0.361 1.170 0.0259
H -4.039 1.315 1.650 0.1133
H -2.948 4.128 0.768 0.0791
H -4.562 3.523 0.409 0.1111
H -3.544 4.092 -0.907 0.0824
```